Density functional theory data (wB97M-V/def2-TZVPD) for a structure of composition C22H28AsN3OPPtS.

```
58
Properties=species:S:1:pos:R:3:forces:R:3:lowdin_charge:R:1
Pt 0.4597 0.7207 0.1575 0.24 -0.04 -0.02 0.89
N 0.5307 -9.4821 -0.6922 0.00 0.01 0.00 0.17
C 0.5340 -8.3344 -0.6511 0.00 -0.06 0.00 -0.17
C 0.5368 -6.8978 -0.5984 -0.01 0.02 0.01 -0.22
C 0.4499 -6.1626 -1.7777 0.00 0.03 0.01 0.00
C 0.4449 -4.7797 -1.7229 -0.02 -0.03 0.01 -0.01
C 0.5388 -4.1295 -0.4965 -0.02 -0.01 0.04 -0.20
C 0.6310 -4.8684 0.6790 0.04 -0.03 -0.02 0.00
C 0.6241 -6.2518 0.6320 0.00 0.03 -0.02 0.00
C 0.5459 -2.6440 -0.4374 0.04 0.01 -0.03 -0.04
C 1.7458 -2.0253 -0.1101 -0.24 0.02 -0.09 -0.24
C 3.0285 -2.6021 0.0485 0.03 -0.02 -0.08 0.01
C 3.9187 -1.5689 0.2356 0.03 0.02 -0.08 -0.05
C 3.1689 -0.3795 0.2000 -0.07 -0.05 0.01 -0.15
N 1.8810 -0.6482 -0.0148 -0.21 -0.02 0.85 -0.16
C -0.6487 -1.9782 -0.7271 0.05 0.12 -0.17 -0.24
C -1.9047 -2.5692 -1.0023 0.02 -0.08 0.08 0.00
C -2.8178 -1.5498 -1.1455 -0.06 0.07 0.03 -0.05
C -2.1015 -0.3565 -0.9579 0.07 -0.06 -0.09 -0.18
N -0.8077 -0.5940 -0.7402 0.04 0.09 -0.35 -0.12
H 0.3862 -6.6757 -2.7271 0.00 -0.01 0.00 0.13
H 0.3760 -4.2006 -2.6345 0.00 0.01 0.00 0.13
H 0.7014 -4.3580 1.6306 0.00 0.01 0.00 0.13
H 0.6870 -6.8332 1.5411 0.00 -0.01 0.00 0.13
H 3.2491 -3.6546 -0.0190 0.00 -0.01 0.00 0.12
H 4.9852 -1.6339 0.3670 0.01 -0.01 0.00 0.11
H 3.5080 0.6371 0.3185 0.00 0.00 0.09 0.10
H -2.0941 -3.6284 -1.0564 0.01 -0.01 -0.01 0.12
H -3.8720 -1.6316 -1.3489 -0.01 0.00 0.00 0.10
H -2.4797 0.6532 -0.9852 -0.06 -0.02 0.15 0.09
C 0.9516 4.5906 2.0901 -0.03 -0.03 0.05 -0.23
As 0.1637 3.0541 2.9342 -0.02 0.10 -0.07 0.72
C -1.7182 3.0435 2.5477 -0.01 0.01 0.02 -0.24
C 0.3182 3.3047 4.8306 0.04 -0.01 -0.02 -0.24
S 1.1255 1.2335 2.4176 0.43 0.19 -0.44 0.17
H 0.3769 5.4829 2.3357 0.00 0.00 0.00 0.05
H 0.9575 4.4163 1.0169 0.01 -0.02 0.02 0.01
H 1.9697 4.6894 2.4616 0.00 0.01 -0.04 0.05
H -2.1764 3.9481 2.9466 0.00 -0.01 0.01 0.05
H -2.1490 2.1635 3.0219 -0.02 0.02 0.00 0.05
H -1.8514 2.9879 1.4708 0.03 -0.02 0.02 0.00
H -0.1402 4.2515 5.1121 0.00 0.00 0.00 0.05
H 1.3727 3.3050 5.0983 -0.01 0.00 0.01 0.05
H -0.1849 2.4820 5.3344 0.01 0.00 0.00 0.05
C -2.5125 4.0544 -1.3895 0.05 -0.04 0.08 -0.16
P -0.9066 3.2937 -1.6519 0.16 -0.07 -0.18 0.58
C 0.1992 4.5713 -2.2532 -0.06 0.02 0.04 -0.16
C -1.0819 2.1184 -2.9933 0.14 0.04 -0.03 -0.16
O -0.3556 2.6951 -0.3672 -0.60 -0.26 0.31 -0.56
H -2.8876 4.4962 -2.3123 0.01 0.00 -0.02 0.07
H -2.4260 4.8338 -0.6318 0.00 0.00 0.00 0.06
H -3.2231 3.3040 -1.0406 0.00 -0.01 -0.01 0.06
H -0.2109 5.0433 -3.1463 0.00 0.01 0.00 0.07
H 1.1637 4.1255 -2.4958 0.00 -0.02 0.01 0.07
H 0.3439 5.3282 -1.4824 -0.01 0.02 0.00 0.06
H -1.5183 2.6026 -3.8670 0.02 0.06 0.00 0.07
H -1.7070 1.2825 -2.6983 -0.04 0.00 -0.06 0.02
H -0.0986 1.7249 -3.2536 0.02 0.01 0.01 0.07
```
Positions in Å, forces in eV/Å.

Values from the calculation:
- M (g/mol) = 683.53
- energy relative to the best compared isomer or geometry (same formula, charge and spin) (eV) = 0.0000
- HOMO-LUMO gap (eV) = 6.99
- HOMO level (hartree) = -0.38108
- LUMO level (eV) = -3.4
- charge = +1
- DFT total energy (eV) = -113991.2674


Density functional theory data (wB97M-V/def2-TZVPD) for a cluster of 2 separate species, C2H3ClS in total in a non-equilibrium geometry.

```
7
Properties=species:S:1:pos:R:3:forces:R:3:lowdin_charge:R:1
C -0.0071 -0.7446 0.0776 0.12 1.05 1.48 -0.51
C 0.2898 0.5536 -0.6079 -1.70 -1.97 3.31 -1.02
S 1.3890 0.0493 0.7641 -0.33 0.07 -0.23 0.77
Cl -0.9286 1.7952 -0.4591 0.46 0.21 -0.25 0.57
H -1.4080 -0.2643 1.8116 0.42 -0.38 -0.94 0.13
H -0.1379 -1.8077 -0.1187 -0.04 0.52 -0.30 0.05
H 0.8028 0.4184 -1.4676 1.07 0.49 -3.06 0.01
```
Positions in Å, forces in eV/Å.

Values from the calculation:
- M (g/mol) = 94.57
- energy relative to the best compared isomer or geometry (same formula, charge and spin) (eV) = 4.6775
- HOMO-LUMO gap (spin up / spin down) (eV) = 8.10 / 8.89
- HOMO level (spin up / spin down) (hartree) = -0.30723 / -0.34241
- LUMO level (spin up / spin down) (eV) = -0.3 / -0.4
- DFT total energy (eV) = -25474.8892


Density functional theory data (wB97M-V/def2-TZVPD) for the molecule C4H10ClNO in a non-equilibrium geometry.

```
17
Properties=species:S:1:pos:R:3:forces:R:3:lowdin_charge:R:1
C 0.1068 -2.0615 0.4941 -0.49 4.31 1.47 -0.02
C -0.0595 -0.6331 -1.6748 -3.98 -0.80 2.13 -0.02
C -0.2246 -0.6908 -0.0814 -1.57 0.19 -2.17 -0.45
C -0.0991 1.7576 0.5069 1.15 0.25 -2.99 -0.63
N 0.4307 0.4089 0.5107 2.02 3.34 2.67 -0.04
O 0.8323 2.6659 1.0608 -0.13 -3.61 1.05 -0.04
Cl -1.9153 1.9993 1.2245 1.46 -0.25 -0.34 0.39
H 1.1033 -2.0325 0.7130 2.92 -0.43 0.69 0.05
H -0.4401 -2.0836 1.3960 -0.50 -0.65 1.20 0.08
H -0.0999 -2.8294 -0.1043 -1.04 -2.95 -2.48 0.04
H -0.4662 -1.6596 -1.9963 0.39 1.95 -0.32 0.10
H 0.9395 -0.5627 -1.8313 3.11 0.03 -0.82 0.02
H -0.5584 0.3075 -2.0787 0.33 -1.60 0.21 0.09
H -1.2335 -0.4745 0.2231 -1.19 -0.47 -0.72 0.09
H -0.1752 1.9781 -0.6059 -0.97 0.21 1.47 0.12
H 1.0571 0.3165 1.3123 -0.39 -0.52 -0.30 0.14
H 0.8020 3.5939 0.9313 -1.11 1.02 -0.76 0.08
```
Positions in Å, forces in eV/Å.

Values from the calculation:
- M (g/mol) = 123.58
- SMILES string = CC(C)N[C@H](O)Cl
- energy relative to the best compared isomer or geometry (same formula, charge and spin) (eV) = 2.2863
- HOMO-LUMO gap (eV) = 9.83
- HOMO level (hartree) = -0.33218
- LUMO level (eV) = 0.8
- DFT total energy (eV) = -20368.7287


Density functional theory data (wB97M-V/def2-TZVPD) for a cluster of 2 separate species, CH4NS in total in a non-equilibrium geometry.

```
7
Properties=species:S:1:pos:R:3:forces:R:3:lowdin_charge:R:1
S -2.0629 -0.9034 0.2936 -0.06 -0.40 -0.35 -0.46
H -2.4807 -1.9354 -0.5002 0.19 0.44 0.32 -0.50
C 2.3670 0.4439 -0.2767 -0.76 1.76 0.79 -0.14
N 2.1607 1.7302 -0.2335 0.11 -2.54 -0.86 -0.01
H 1.6183 -0.3679 -0.3341 -0.13 0.73 -0.40 0.05
H 3.3624 0.0777 -0.0828 0.53 0.10 0.06 0.03
H 1.1792 1.9053 -0.4863 0.11 -0.09 0.44 0.03
```
Positions in Å, forces in eV/Å.

Values from the calculation:
- M (g/mol) = 62.12
- energy relative to the best compared isomer or geometry (same formula, charge and spin) (eV) = 0.3399
- HOMO-LUMO gap (eV) = 6.61
- HOMO level (hartree) = -0.09295
- LUMO level (eV) = 4.1
- charge = -1
- DFT total energy (eV) = -13427.2054


Please write out number 4 again, unchanged.
Density functional theory data (wB97M-V/def2-TZVPD) for a cluster of 2 separate species, CH4NS in total in a non-equilibrium geometry.

```
7
Properties=species:S:1:pos:R:3:forces:R:3:lowdin_charge:R:1
S -2.0629 -0.9034 0.2936 -0.06 -0.40 -0.35 -0.46
H -2.4807 -1.9354 -0.5002 0.19 0.44 0.32 -0.50
C 2.3670 0.4439 -0.2767 -0.76 1.76 0.79 -0.14
N 2.1607 1.7302 -0.2335 0.11 -2.54 -0.86 -0.01
H 1.6183 -0.3679 -0.3341 -0.13 0.73 -0.40 0.05
H 3.3624 0.0777 -0.0828 0.53 0.10 0.06 0.03
H 1.1792 1.9053 -0.4863 0.11 -0.09 0.44 0.03
```
Positions in Å, forces in eV/Å.

Values from the calculation:
- M (g/mol) = 62.12
- energy relative to the best compared isomer or geometry (same formula, charge and spin) (eV) = 0.3399
- HOMO-LUMO gap (eV) = 6.61
- HOMO level (hartree) = -0.09295
- LUMO level (eV) = 4.1
- charge = -1
- DFT total energy (eV) = -13427.2054